Entry 1:
Density functional theory data (ωB97M-V/def2-TZVPD) for the ion C3H3N2O2 with charge -1.

Its energy above the lowest of the compared OMol25 structures with the same formula, charge and spin is 346.25 kJ/mol. The frontier orbital gap is 6.075 eV. Its charge is -1. For the strongest force on any atom, the calculation gives 0.0554 hartree/bohr.

CARTESIAN COORDINATES (ANGSTROEM)
C -0.37256 0.97347 -1.21285
C 0.27471 -1.43943 0.96512
C 0.72340 1.58593 -0.91166
N -1.24945 -0.00231 -0.54578
N -0.76563 -0.61605 0.63376
O 1.79093 2.03422 -0.63295
O 0.58496 -1.67611 2.11649
H -0.84522 1.16751 -2.16657
H 0.94953 -1.85849 0.24305
H -1.09066 -0.16874 1.51139

Atomic partial charges in e from the Löwdin method, atoms 1 to 2: -0.28, -0.41

Entry 2:
Density functional theory data (ωB97M-V/def2-TZVPD) for a structure of composition C2H3OPd.

The frontier orbital gap (alpha / beta) is 8.921 / 7.700 eV. As for the spin multiplicity: 3. Its charge is +1. For the strongest force on any atom, the calculation gives 0.3559 hartree/bohr.

CARTESIAN COORDINATES (ANGSTROEM)
O 0.00405 0.97274 0.13254
C -0.63840 -0.01370 0.18682
C -0.90975 -1.28368 0.23950
H -0.87983 -1.86179 -0.68573
H 2.03777 2.12509 -1.26556
H -0.95433 -1.76547 1.21790
Pd 1.34049 1.82682 0.17452

Atomic partial charges in e from the Löwdin method, atoms 1 to 2: -0.23, -0.12

Entry 3:
Density functional theory data (ωB97M-V/def2-TZVPD) for the molecule C19H24N4O2S.

Its energy above the lowest of the compared OMol25 structures with the same formula, charge and spin is 97.41 kJ/mol. The frontier orbital gap is 8.557 eV. For the strongest force on any atom, the calculation gives 0.0172 hartree/bohr. As for the structure (SMILES): CCc1nc(SCC(=O)NNC(=O)C2CCCCC2)c2ccccc2n1.

CARTESIAN COORDINATES (ANGSTROEM)
C -0.06005 -3.01122 0.46614
C -0.78462 -2.22176 1.55965
C -1.86660 -1.39864 0.94013
N -1.59876 -0.08516 0.75926
C -2.48223 0.65323 0.13121
S -2.15893 2.35960 -0.11915
C -0.77440 2.70345 1.01532
C 0.58885 2.37017 0.43315
O 1.35660 3.19744 -0.01931
N 0.85943 1.05774 0.48870
N 2.07992 0.57202 0.02833
C 2.74599 -0.38479 0.73169
O 2.23073 -0.97473 1.65765
C 4.13037 -0.69763 0.19388
C 5.07819 0.49734 0.34550
C 6.47442 0.12004 -0.14221
C 6.42624 -0.33863 -1.59671
C 5.47593 -1.52225 -1.75217
C 4.07631 -1.15204 -1.26830
C -3.70202 0.11241 -0.35499
C -4.68814 0.83441 -1.04496
C -5.83576 0.20523 -1.44666
C -6.03552 -1.15622 -1.17172
C -5.09112 -1.88400 -0.50000
C -3.89824 -1.26770 -0.07769
N -2.96299 -1.99399 0.56907
H -0.75323 -3.67963 -0.03856
H 0.74382 -3.59219 0.90845
H 0.37232 -2.33441 -0.26815
H -0.06658 -1.58493 2.07584
H -1.23369 -2.91922 2.26664
H -0.83022 3.77574 1.19893
H -0.95692 2.14189 1.93012
H 0.13384 0.38057 0.76891
H 2.56636 1.25123 -0.54579
H 4.51224 -1.52344 0.80344
H 4.71575 1.34623 -0.23914
H 5.11813 0.80410 1.39275
H 7.14199 0.97812 -0.04388
H 6.87082 -0.68574 0.47937
H 7.42676 -0.62016 -1.93017
H 6.08460 0.48638 -2.22622
H 5.43324 -1.83140 -2.79835
H 5.84983 -2.36631 -1.16869
H 3.67937 -0.35034 -1.89458
H 3.40972 -2.01209 -1.36049
H -4.52084 1.88229 -1.24649
H -6.59757 0.75628 -1.97708
H -6.95033 -1.62943 -1.49710
H -5.22513 -2.93120 -0.28079

Atomic partial charges in e from the Löwdin method, atoms 1 to 2: -0.09, -0.18

Entry 4:
Density functional theory data (ωB97M-V/def2-TZVPD) for a cluster of 2 separate species, C10H9F3NS in total.

The frontier orbital gap is 8.441 eV. Its charge is +1. For the strongest force on any atom, the calculation gives 0.1238 hartree/bohr.

CARTESIAN COORDINATES (ANGSTROEM)
C -2.98239 -0.57610 0.70696
C -2.77386 -1.87118 1.13548
C -2.02399 0.23850 0.09502
C -1.56242 -2.43119 0.87764
C -0.70994 -0.26118 -0.02268
C -0.60753 -1.60813 0.40756
C 1.35652 -0.49967 -0.56203
C 0.60884 1.83644 -0.56088
C 3.46175 0.23557 -0.85915
C 4.21657 -0.46615 0.18658
N 0.42431 0.41929 -0.50157
F 3.69168 -0.05748 1.40479
F 5.52610 -0.14661 0.32216
F 4.17844 -1.81863 0.07257
S 1.12868 -2.02345 -0.07539
H -4.03343 -0.20795 0.92483
H -3.56390 -2.55232 1.52812
H -2.31897 1.22117 -0.34128
H -1.41417 -3.51639 1.04613
H -0.46563 2.26210 -0.29152
H 1.24478 2.31734 0.13539
H 1.02931 2.17443 -1.53262
H 3.48406 1.25134 -0.81488
H 3.48844 -0.12693 -1.87809

Atomic partial charges in e from the Löwdin method, atoms 1 to 2: -0.06, -0.07

Entry 5:
Density functional theory data (ωB97M-V/def2-TZVPD) for a structure of composition C53H39Cl3N4OSbTl.

The frontier orbital gap is 5.174 eV. Its charge is -2. For the strongest force on any atom, the calculation gives 0.0141 hartree/bohr.

CARTESIAN COORDINATES (ANGSTROEM)
Tl 0.69515 -0.22060 -0.10497
C 6.48377 4.36672 -2.70432
C 6.44635 3.06975 -2.21527
C 5.28246 2.57032 -1.66129
C 4.12772 3.34845 -1.59849
C 4.17967 4.65195 -2.08596
C 5.34930 5.15908 -2.62748
C 2.89614 2.73943 -1.05452
C 1.87453 2.45142 -1.97291
C 1.91344 2.75510 -3.38883
C 0.72483 2.35507 -3.89938
C -0.03189 1.80725 -2.79339
N 0.70307 1.86534 -1.66688
C -1.35064 1.34158 -2.88108
C -2.13452 0.84505 -1.83027
C -3.55988 0.61631 -1.91700
C -3.95107 0.16385 -0.70175
C -2.76073 0.11900 0.12122
C -2.74501 -0.22453 1.48392
C -3.97668 -0.81823 2.03429
C -4.68791 -0.21655 3.07170
C -5.82831 -0.80903 3.58287
C -6.28170 -2.01046 3.06273
C -5.59039 -2.61126 2.02215
C -4.45053 -2.02042 1.51106
C -1.67251 -0.02940 2.36786
N -0.46436 0.48149 2.05488
C 0.24420 0.59540 3.19645
C 1.53609 1.14124 3.31704
C 2.17283 1.06795 4.64599
C 3.34196 0.32609 4.81218
C 3.91183 0.17848 6.06207
C 3.32903 0.76886 7.17188
C 2.18525 1.53397 7.01480
C 1.61698 1.68658 5.76409
C 2.28379 1.73727 2.28399
C 3.49933 2.50087 2.47921
C 3.87215 2.95201 1.25631
C 2.88338 2.46486 0.32143
N 1.95094 1.75170 0.98125
C -0.53931 0.08280 4.30167
C -1.72880 -0.30448 3.78637
N -1.70093 0.53608 -0.59338
C -1.99051 1.35200 -4.21509
C -2.11548 0.14628 -4.89955
C -2.69451 0.10868 -6.15350
C -3.16991 1.27181 -6.73712
C -3.06064 2.47343 -6.05737
C -2.46886 2.51563 -4.80693
H 7.39389 4.75776 -3.14438
H 7.32993 2.44488 -2.27507
H 5.24643 1.55584 -1.29030
H 3.29480 5.27116 -2.04284
H 5.38035 6.17842 -2.99810
H 2.73938 3.20213 -3.91274
H 0.39797 2.40699 -4.92299
H -4.17377 0.79985 -2.78172
H -4.94807 -0.08796 -0.38393
H -4.34208 0.72685 3.47274
H -6.36432 -0.32891 4.39426
H -7.17007 -2.47598 3.47006
H -5.93863 -3.54984 1.61192
H -3.90116 -2.49811 0.71169
H 3.78073 -0.15653 3.95108
H 4.81060 -0.41248 6.17409
H 3.76013 0.63163 8.15486
H 1.72736 2.00847 7.87356
H 0.72874 2.28931 5.64006
H 3.98004 2.68786 3.42421
H 4.71796 3.56724 1.00132
H -0.22251 0.02492 5.32758
H -2.55387 -0.75283 4.30898
H -1.73478 -0.75348 -4.43798
H -2.76800 -0.83042 -6.68344
H -3.62675 1.24296 -7.71821
H -3.43531 3.38438 -6.50648
H -2.37335 3.45340 -4.27668
Cl 1.73284 -5.73863 -5.41926
C 1.33775 -5.05280 -3.87101
C 2.32268 -4.39788 -3.14981
C 1.99595 -3.84105 -1.93680
Cl 3.21233 -3.01327 -1.03420
C 0.69368 -3.89546 -1.35384
O 0.40695 -3.36529 -0.25493
C -0.23830 -4.63038 -2.14732
Cl -1.81633 -4.80451 -1.46994
C 0.05072 -5.18024 -3.37469
H 3.33224 -4.32901 -3.52383
H -0.70947 -5.69305 -3.94327
C -1.84244 -4.63276 3.82194
Sb -1.16763 -4.04013 1.79475
C 0.45277 -2.99506 2.73674
C -0.05476 -5.91011 1.57571
H -1.08391 -5.22713 4.32414
H -2.76431 -5.20788 3.79454
H -2.01667 -3.73733 4.41221
H 1.15637 -3.69786 3.17291
H 0.05827 -2.34620 3.51046
H 0.95172 -2.38864 1.99362
H 0.30599 -6.22554 2.55090
H 0.78645 -5.74262 0.91356
H -0.67276 -6.70032 1.15859

Atomic partial charges in e from the Löwdin method, atoms 1 to 2: 0.86, -0.12

Entry 6:
Density functional theory data (ωB97M-V/def2-TZVPD) for the molecule H8N2P4.

Its energy above the lowest of the compared OMol25 structures with the same formula, charge and spin is 0.00 kJ/mol. The frontier orbital gap is 8.475 eV. For the strongest force on any atom, the calculation gives 0.0802 hartree/bohr. As for the structure (SMILES): NNP(#[PH2])[PH]#[PH2].

CARTESIAN COORDINATES (ANGSTROEM)
N 1.14114 0.61127 -2.28366
N 0.94518 -0.14360 -1.21188
P -0.85422 -0.02862 -0.13173
P -0.62275 2.02201 0.51730
P 0.40685 -0.81785 1.44651
P -1.43884 -1.19438 2.58308
H 0.46760 0.58648 -3.05004
H 1.49913 1.49606 -1.96350
H 0.85656 -1.09529 -1.41701
H -0.92155 2.67051 -0.56096
H 0.70505 2.12555 0.25277
H 0.64557 -1.90516 0.78714
H -1.98276 -2.11879 1.65657
H -0.84694 -2.20820 3.37541

Atomic partial charges in e from the Löwdin method, atoms 1 to 2: -0.11, -0.38